Here is C4H6N2O3 in the gas phase in a non-equilibrium geometry from the OMol25 dataset. Energies are from ωB97M-V/def2-TZVPD.

Structure (XYZ):
```
15
Properties=species:S:1:pos:R:3
C 2.11256 0.37771 0.67099
C -0.13973 -1.67551 -0.29341
C -1.80102 -0.37037 0.00902
C -0.61482 0.38836 -0.28761
H 3.38652 0.28870 0.79145
H 1.60413 1.53008 0.50207
H 1.73008 -0.22915 1.56074
H 0.34251 -2.70804 -0.43467
H -2.91548 1.06104 0.13450
H -0.55174 2.12828 -1.33168
N 0.41699 -0.46149 -0.50107
N -1.48573 -1.65751 -0.10651
O 1.73207 -0.47723 -0.56084
O -3.02936 0.06489 0.34279
O -0.78698 1.74025 -0.49577
```

Calculated values
energy above the lowest of the compared OMol25 structures with the same formula, charge and spin = 144.4 kcal/mol
SMILES = COn1cnc(O)c1O
highest occupied orbital energy = -7.677 eV
maximum force = 4.96 eV/Å
LUMO level = 0.3055 eV
net charge = 0
frontier orbital gap = 7.98 eV

Atom charges from the Löwdin analysis, given in e for atoms 1 to 2: C -0.012; C -0.137

---

Here is C5H9N in the gas phase in a non-equilibrium geometry from the OMol25 dataset. Energies are from ωB97M-V/def2-TZVPD.

Structure (XYZ):
```
15
Properties=species:S:1:pos:R:3
C 0.55391 -0.28249 -0.87385
C -2.02338 0.72229 -0.21097
C -0.95921 1.49391 -0.86514
C 0.45166 -0.63480 0.46088
C 1.61477 -1.28865 1.26155
N -0.35084 0.44558 -1.61977
H 1.34527 -0.83750 -1.57572
H -1.90456 0.55683 0.88757
H -2.75485 0.17520 -0.93306
H -1.24172 2.31743 -1.55528
H -0.21436 1.88185 -0.08800
H -0.42162 -0.10104 0.91667
H 1.52308 -2.44920 1.22138
H 1.82252 -0.87995 2.28767
H 2.55933 -1.11945 0.68608
```

Calculated values
2S+1 = 3
energy above the lowest of the compared OMol25 structures with the same formula, charge and spin = 13.2 kcal/mol
highest occupied orbital energy (spin up / spin down) = -7.711 / -9.341 eV
maximum force = 3.39 eV/Å
LUMO level (spin up / spin down) = 1.0444 / -0.9794 eV
net charge = 0
expectation value of S² = 2.0425
frontier orbital gap (spin up / spin down) = 8.76 / 8.36 eV

Atom charges from the Löwdin analysis, given in e for atoms 1 to 2: C -0.210; C -0.021

---

Here is C2HBrF2S in the gas phase in a non-equilibrium geometry from the OMol25 dataset. Energies are from ωB97M-V/def2-TZVPD.

Structure (XYZ):
```
7
Properties=species:S:1:pos:R:3
C 0.71517 -0.46185 0.02357
C 0.28858 -1.79604 -0.34123
F -0.95692 -1.73434 -1.11179
F 1.03606 -2.64053 -1.01135
S 0.05382 -1.82578 1.47048
Br 2.43457 0.25190 0.04131
H 0.01074 0.24114 0.39726
```

Calculated values
2S+1 = 3
energy above the lowest of the compared OMol25 structures with the same formula, charge and spin = 25.4 kcal/mol
highest occupied orbital energy (spin up / spin down) = -6.956 / -10.149 eV
maximum force = 3.56 eV/Å
LUMO level (spin up / spin down) = 0.5162 / -3.6107 eV
net charge = 0
expectation value of S² = 2.0068
frontier orbital gap (spin up / spin down) = 7.47 / 6.54 eV

Atom charges from the Löwdin analysis, given in e for atoms 1 to 2: C -0.854; C -0.868

---

Here is 2 unconnected molecules or ions with the total composition C13H29Cl2O9P3S2 in a non-equilibrium geometry from the OMol25 dataset. Energies are from ωB97M-V/def2-TZVPD.

Structure (XYZ):
```
58
Properties=species:S:1:pos:R:3
O 0.19006 1.10977 1.77862
S -0.81809 0.17087 1.17098
O -0.18938 -0.39222 -0.05066
C -2.31748 1.19340 0.88919
C -3.21917 0.98452 2.20033
P -4.45260 2.37980 2.52077
O -5.98038 1.77925 2.96604
Cl -4.76487 3.32704 0.62028
C -3.71357 -0.51623 2.43526
C -5.09734 -0.94438 1.81741
C -5.58259 -0.22523 0.49177
C -7.12499 0.22884 0.53292
S -8.16234 -1.10452 -0.28860
C -2.49622 -1.52160 2.22796
P -2.41976 -2.63106 0.69466
O -3.64518 -3.84015 0.81739
Cl -2.98969 -1.58578 -1.07612
O -1.17437 -0.92256 2.36531
H -1.99128 2.27791 0.92208
H -2.85012 1.03645 -0.07813
H -2.46334 1.14798 3.04026
H -6.60663 2.17461 2.32422
H -3.89488 -0.52859 3.56279
H -5.21170 -2.06013 1.64428
H -5.90011 -0.72036 2.59029
H -4.93210 0.60534 0.11346
H -5.56859 -1.01215 -0.32586
H -7.28092 1.14399 -0.11250
H -7.51747 0.34311 1.57630
H -8.81697 -1.78066 0.72263
H -2.54288 -2.26105 3.09246
H -4.33120 -3.66297 0.14885
O 7.20204 0.79500 -0.82091
P 5.95035 -0.06745 -0.99831
O 5.93933 -0.14521 -2.65661
C 6.85747 -1.03819 -3.27819
C 6.55047 -2.49180 -2.96360
O 4.88797 1.18669 -0.76109
C 5.27687 2.41391 -0.14422
C 5.69188 3.42548 -1.19502
O 4.64610 -1.16562 -0.96196
C 3.31564 -0.81631 -0.56522
C 2.53114 -0.16621 -1.69081
H 7.87808 -0.78464 -2.97332
H 6.78217 -0.87629 -4.35541
H 6.69018 -2.70298 -1.89863
H 7.20823 -3.15640 -3.52789
H 5.51410 -2.73063 -3.20800
H 6.05394 2.25268 0.60331
H 4.40217 2.79091 0.39277
H 6.42757 3.01773 -1.89020
H 6.11262 4.31754 -0.72610
H 4.82994 3.72207 -1.79762
H 3.33159 -0.20345 0.33628
H 2.81358 -1.74845 -0.29000
H 3.07144 0.64458 -2.17740
H 1.58943 0.23028 -1.31224
H 2.31186 -0.89650 -2.47425
```

Calculated values
SMILES = O=S1(=O)C[C@@H](P(O)Cl)[C@@H](CCCS)[C@@H](P(O)Cl)O1.CCOP(=O)(OCC)OCC
highest occupied orbital energy = -9.422 eV
maximum force = 8.31 eV/Å
LUMO level = -0.7583 eV
net charge = 0
frontier orbital gap = 8.66 eV

Atom charges from the Löwdin analysis, given in e for atoms 1 to 2: O -0.323; S 0.695